[1]
Molecular formula: C4H13N2O2
Method: DFT, ωB97M-V/def2-TZVPD

Total charge: +1
Multiplicity: 1
LUMO in eV: -2.926
Frontier orbital gap in eV: 10.22
Relative energy (zero: lowest compared OMol25 entry of this formula, charge and spin) in kJ/mol: 162.5
E in Ha: -419.96352
Strongest force on any atom in eV/Å: 0.93
HOMO level in eV: -13.15

Cartesian coordinates (Å):
O (-2.884, 0.871, 0.863)
O (2.035, 1.517, -0.279)
N (0.420, -0.442, 0.951)
N (-0.760, 0.935, -1.080)
C (1.864, -0.471, 1.084)
C (-0.323, -0.460, -1.400)
C (2.563, 0.522, 0.146)
C (-0.192, -1.247, -0.083)
H (2.291, -1.442, 0.806)
H (3.598, 0.301, -0.158)
H (-0.050, -0.501, 1.836)
H (2.187, -0.177, 2.095)
H (-1.151, 1.410, -1.885)
H (0.042, 1.466, -0.687)
H (-1.202, -1.494, 0.242)
H (-1.053, -0.906, -2.073)
H (-1.513, 0.931, -0.393)
H (-3.084, 0.880, 1.803)
H (-3.732, 0.874, 0.411)
H (0.331, -2.180, -0.266)
H (0.611, -0.389, -1.933)

=====

[2]
Molecular formula: C18H30NO3PPt
Method: DFT, ωB97M-V/def2-TZVPD

Total charge: +4
Multiplicity: 5
LUMO (spin up / spin down) in eV: -14.059 / -18.373
Frontier orbital gap (spin up / spin down) in eV: 7.01 / 3.57
Relative energy (zero: lowest compared OMol25 entry of this formula, charge and spin) in kJ/mol: 0.0
E in Ha: -1443.17673
Strongest force on any atom in eV/Å: 5.62
HOMO level (spin up / spin down) in eV: -21.07 / -21.94

Cartesian coordinates (Å):
Pt (0.347, 0.442, 0.030)
P (-0.312, -1.804, -0.360)
O (1.610, 1.308, 2.703)
O (3.005, 0.156, -1.591)
O (-2.487, 1.547, 0.551)
N (0.231, 4.059, -1.014)
C (2.022, 0.291, -1.001)
C (0.599, 4.541, 0.206)
C (0.907, -4.328, -0.399)
C (1.133, 0.980, 1.701)
C (1.964, 4.788, 0.488)
C (1.330, 5.845, 2.572)
C (-1.535, -2.590, 0.793)
C (-0.385, 4.852, 1.173)
C (1.945, -2.613, 1.144)
C (0.224, -2.205, -3.102)
C (1.210, -2.840, -0.180)
C (2.318, 5.451, 1.660)
C (-1.208, -2.366, 2.275)
C (-0.015, 5.533, 2.331)
C (-0.915, -2.141, -2.073)
C (-1.454, 1.080, 0.320)
C (-2.000, -1.164, -2.540)
C (-2.996, -2.219, 0.513)
H (-0.284, -2.862, 2.589)
H (-3.169, -1.137, 0.596)
H (3.369, 5.659, 1.862)
H (0.928, 3.763, -1.683)
H (-0.265, 1.202, -1.839)
H (-2.024, -2.789, 2.879)
H (-0.214, -2.239, -4.107)
H (-1.390, -3.137, -1.994)
H (-0.728, 3.812, -1.222)
H (2.045, -1.552, 1.413)
H (2.959, -3.028, 1.048)
H (0.331, -4.521, -1.314)
H (-0.787, 5.813, 3.048)
H (-1.663, -0.122, -2.509)
H (-2.237, -1.394, -3.589)
H (0.863, -1.313, -3.054)
H (-3.330, -2.563, -0.472)
H (0.857, -3.092, -2.986)
H (-1.129, -1.298, 2.518)
H (-2.924, -1.257, -1.958)
H (-1.419, 4.550, 0.984)
H (1.867, -2.485, -0.992)
H (-0.159, 1.671, -2.449)
H (0.367, -4.748, 0.462)
H (1.604, 6.394, 3.472)
H (2.715, 4.455, -0.233)
H (1.461, -3.140, 1.976)
H (-1.418, -3.665, 0.578)
H (-3.625, -2.715, 1.268)
H (1.861, -4.865, -0.489)

=====

[3]
Molecular formula: C3H3O2P
Method: DFT, ωB97M-V/def2-TZVPD

Multiplicity: 1
LUMO (spin up / spin down) in eV: -3.459 / -3.455
Frontier orbital gap (spin up / spin down) in eV: 6.54 / 6.55
Relative energy (zero: lowest compared OMol25 entry of this formula, charge and spin) in kJ/mol: 528.8
E in Ha: -607.72923
Strongest force on any atom in eV/Å: 9.40
HOMO level (spin up / spin down) in eV: -10.00 / -10.00

Cartesian coordinates (Å):
P (-1.426, -0.381, -0.047)
O (-0.372, 0.765, 0.648)
O (-2.520, -0.642, 0.851)
C (-0.533, -1.900, -0.802)
C (0.259, -2.807, -0.855)
C (0.934, 1.169, 0.116)
H (0.635, 2.174, -0.262)
H (1.681, 1.084, 1.006)
H (1.342, 0.538, -0.655)

=====

[4]
Molecular formula: C24H63N4O9
Method: DFT, ωB97M-V/def2-TZVPD

Total charge: +1
Multiplicity: 1
LUMO in eV: -1.560
Frontier orbital gap in eV: 9.37
Relative energy (zero: lowest compared OMol25 entry of this formula, charge and spin) in kJ/mol: 1326.3
E in Ha: -1847.52187
Strongest force on any atom in eV/Å: 10.49
HOMO level in eV: -10.93

Cartesian coordinates (Å):
O (3.300, -1.763, 0.757)
O (-0.942, -5.794, -0.429)
O (2.916, 2.793, 4.261)
O (1.216, -0.584, -0.006)
O (6.662, 4.383, -1.394)
O (0.040, 1.735, -0.955)
O (-9.657, -1.035, -1.645)
O (-2.475, -1.097, -2.296)
O (0.184, -0.904, 2.545)
N (3.355, 1.042, 0.986)
N (-6.046, -0.539, -2.115)
N (-1.125, -2.176, 0.324)
N (3.226, 3.377, -0.660)
C (-1.304, 1.619, -0.480)
C (2.070, 3.598, 4.754)
C (-0.563, -4.480, -0.491)
C (0.932, 2.727, -0.571)
C (-0.239, -6.643, -1.092)
C (5.578, 4.208, -0.634)
C (-10.857, -0.517, -2.159)
C (4.445, 0.297, 0.417)
C (3.663, 1.515, 2.396)
C (-1.502, -1.045, -3.089)
C (2.647, 2.513, 2.865)
C (-1.540, -3.576, 0.235)
C (4.477, 3.521, -1.560)
C (-7.351, -1.036, -1.618)
C (3.153, -2.941, 1.398)
C (-8.574, -0.416, -2.243)
C (4.638, -1.118, 0.930)
C (-0.959, -1.603, 2.792)
C (-3.688, -0.657, -2.724)
C (2.127, 2.893, -1.479)
C (-1.808, -1.522, 1.450)
C (7.721, 4.907, -0.803)
C (-4.802, -1.128, -1.761)
C (1.031, -1.071, 3.721)
H (1.992, -0.518, 0.543)
H (1.084, 3.183, 4.515)
H (-1.923, 0.816, -1.050)
H (-2.918, -1.837, 1.543)
H (5.725, 3.575, 0.334)
H (2.053, -0.647, 3.533)
H (5.432, -1.626, 0.261)
H (-4.012, -0.773, -3.753)
H (-0.707, -2.590, 3.115)
H (2.306, 3.730, 5.759)
H (4.101, 4.260, -2.482)
H (-1.184, 1.506, 0.564)
H (-8.512, -0.663, -3.269)
H (2.914, 4.257, -0.280)
H (8.169, 4.171, -0.242)
H (-11.024, -0.686, -3.175)
H (7.571, 5.852, -0.146)
H (-3.657, 0.424, -3.078)
H (4.328, 0.262, -0.569)
H (-1.616, -1.809, -3.866)
H (1.183, 2.782, 0.603)
H (-1.841, -0.419, 1.332)
H (-0.127, -6.263, -2.136)
H (0.239, 3.630, -0.672)
H (-7.424, -0.833, -0.407)
H (0.578, -7.127, -0.497)
H (-1.517, 0.058, -3.526)
H (3.657, 0.603, 3.112)
H (-1.970, 2.453, -0.802)
H (4.510, 1.866, 2.301)
H (4.987, -1.045, 2.025)
H (2.152, 4.629, 4.207)
H (3.863, -3.624, 1.157)
H (0.201, -4.360, 0.113)
H (-1.612, -4.106, 1.215)
H (0.619, -0.538, 4.511)
H (5.377, 0.851, 0.464)
H (3.414, 1.810, 0.490)
H (-1.632, -1.995, -0.497)
H (1.953, 3.331, -2.315)
H (1.676, 2.369, 2.514)
H (-1.426, -1.136, 3.529)
H (-0.477, -1.324, -2.644)
H (4.749, 2.736, -2.011)
H (-4.582, -0.660, -0.804)
H (2.526, 1.863, -1.762)
H (5.030, 5.056, -0.372)
H (-10.941, 0.508, -2.321)
H (-2.635, -3.799, -0.160)
H (1.157, -2.018, 4.134)
H (-0.606, -4.117, -1.390)
H (-8.487, 0.613, -1.937)
H (0.483, -0.869, 0.590)
H (-6.100, -0.914, -3.098)
H (0.972, 0.141, -0.649)
H (-0.875, -7.622, -1.125)
H (-4.848, -2.203, -1.874)
H (-7.189, -2.052, -1.991)
H (3.176, -2.838, 2.465)
H (2.527, 3.438, 2.278)
H (8.601, 5.211, -1.376)
H (2.233, -3.565, 1.068)
H (-11.644, -0.892, -1.628)